a) The following is a DFT calculation (ωB97M-V with the def2-TZVPD basis set) of the ion C5H13N2 with charge +1.

SMILES	N/C=C/CCC[NH3+]
Kohn-Sham gap	7.213	eV
LUMO level	-3.672	eV
charge	+1
HOMO energy	-0.4000	Ha

Atoms and positions in Å:
C  0.07  0.55  -2.38
C  -0.70  -0.28  -1.36
C  0.20  -1.06  -0.35
N  0.16  -0.48  3.39
C  0.49  -0.50  2.07
C  -0.26  -0.96  1.07
N  0.04  2.01  -2.03
H  -0.29  0.41  -3.38
H  1.12  0.24  -2.44
H  -1.39  0.33  -0.77
H  -1.31  -0.98  -1.90
H  1.27  -0.82  -0.49
H  0.23  -2.11  -0.66
H  -0.68  -0.98  3.65
H  0.71  0.10  3.99
H  1.49  -0.18  1.79
H  -1.24  -1.41  1.25
H  0.32  2.60  -2.81
H  -0.91  2.30  -1.77
H  0.66  2.17  -1.23

Results of the natural (NBO) charge analysis, in e, for atoms 1 through 4: number 1, C, carries -0.23; number 2, C, carries -0.44; number 3, C, carries -0.42; number 4, N, carries -0.81

***

b) The following is a DFT calculation (ωB97M-V with the def2-TZVPD basis set) of the ion C5H13N2 with charge +1.

Kohn-Sham gap	9.442	eV
LUMO level	-4.156	eV
charge	+1
HOMO energy	-0.4997	Ha

Atoms and positions in Å:
C  0.45  -0.85  0.26
C  -0.50  0.82  -0.84
C  -0.18  -1.90  -1.88
C  -1.04  0.60  1.51
C  1.14  1.47  0.90
N  -0.58  -1.19  -0.72
N  0.05  0.56  0.52
H  0.41  -1.48  1.15
H  1.48  -0.86  -0.15
H  0.22  1.06  -1.59
H  -1.48  1.26  -0.90
H  0.82  -1.64  -2.27
H  -0.17  -2.96  -1.60
H  -0.94  -1.77  -2.65
H  -0.64  0.34  2.49
H  -1.47  1.59  1.56
H  -1.80  -0.12  1.23
H  0.76  2.49  0.97
H  1.54  1.17  1.87
H  1.93  1.43  0.16

Results of the natural (NBO) charge analysis, in e, for atoms 1 through 4: number 1, C, carries -0.06; number 2, C, carries -0.06; number 3, C, carries -0.45; number 4, C, carries -0.42

***

Result of the stability comparison: b) is the least stable of them.

***

a) The following is a DFT calculation (ωB97M-V with the def2-TZVPD basis set) of the ion C5H13N2 with charge +1.

SMILES	C/C(=C\N)CC[NH3+]
Kohn-Sham gap	7.477	eV
LUMO level	-3.682	eV
charge	+1
HOMO energy	-0.4101	Ha

Atoms and positions in Å:
C  1.35  0.10  -1.14
C  -0.17  0.02  -0.97
C  -0.51  -0.23  0.48
C  -0.95  0.78  1.21
N  -1.47  0.75  2.48
C  -0.41  -1.65  0.99
N  1.79  0.32  -2.60
H  1.85  0.85  -0.54
H  1.75  -0.89  -0.92
H  -0.60  0.98  -1.26
H  -0.46  -0.81  -1.61
H  -0.71  1.79  0.86
H  -2.12  1.46  2.75
H  -1.67  -0.17  2.85
H  -1.34  -2.19  0.79
H  0.45  -2.16  0.58
H  -0.30  -1.57  2.07
H  2.23  1.23  -2.75
H  2.54  -0.33  -2.83
H  1.05  0.26  -3.31

Results of the natural (NBO) charge analysis, in e, for atoms 1 through 4: number 1, C, carries -0.21; number 2, C, carries -0.42; number 3, C, carries -0.14; number 4, C, carries 0.05

***

b) The following is a DFT calculation (ωB97M-V with the def2-TZVPD basis set) of the ion C5H13N2 with charge +1.

SMILES	C=NCC[C@H](C)[NH3+]
Kohn-Sham gap	10.684	eV
LUMO level	-3.063	eV
charge	+1
HOMO energy	-0.5052	Ha

Atoms and positions in Å:
C  0.60  2.01  1.42
C  0.08  0.89  0.60
C  1.11  -0.25  0.42
C  0.86  -0.96  -0.91
C  -1.08  -1.12  -2.34
N  -0.54  -1.11  -1.19
N  -1.03  0.17  1.44
H  -0.03  2.89  1.43
H  1.60  2.35  1.07
H  0.66  1.77  2.49
H  -0.28  1.15  -0.40
H  2.13  0.12  0.28
H  1.02  -0.89  1.31
H  1.58  -0.49  -1.63
H  1.29  -1.98  -0.90
H  -2.15  -1.03  -2.38
H  -0.41  -1.27  -3.20
H  -1.88  0.73  1.40
H  -0.70  -0.08  2.38
H  -1.20  -0.67  0.83

Results of the natural (NBO) charge analysis, in e, for atoms 1 through 4: number 1, C, carries -0.65; number 2, C, carries -0.03; number 3, C, carries -0.42; number 4, C, carries -0.28

***

Result of the stability comparison: b) is the least stable of them.

***

a) The following is a DFT calculation (ωB97M-V with the def2-TZVPD basis set) of the ion C5H13N2 with charge +1.

SMILES	CCCCNC=[NH2+]
Kohn-Sham gap	11.445	eV
LUMO level	-3.591	eV
charge	+1
HOMO energy	-0.5526	Ha

Atoms and positions in Å:
C  0.91  -1.73  2.51
C  0.21  -0.83  1.51
C  0.85  -0.88  0.10
C  -0.17  -0.69  -1.01
N  -1.11  0.40  -0.74
C  -0.93  1.68  -0.90
N  0.02  2.19  -1.66
H  0.55  -1.74  3.53
H  1.96  -1.45  2.63
H  0.91  -2.76  2.17
H  0.26  0.18  1.92
H  -0.82  -1.18  1.43
H  1.65  -0.14  0.07
H  1.32  -1.86  0.00
H  -0.76  -1.61  -1.07
H  0.30  -0.57  -1.98
H  -1.81  0.16  -0.05
H  -1.52  2.40  -0.35
H  0.51  1.72  -2.39
H  0.11  3.19  -1.68

Results of the natural (NBO) charge analysis, in e, for atoms 1 through 4: number 1, C, carries -0.61; number 2, C, carries -0.41; number 3, C, carries -0.42; number 4, C, carries -0.23

***

b) The following is a DFT calculation (ωB97M-V with the def2-TZVPD basis set) of a structure of composition C5H13N2.

Kohn-Sham gap	9.532	eV
LUMO level	-3.400	eV
charge	+1
HOMO energy	-0.4753	Ha

Atoms and positions in Å:
C  1.84  0.31  0.30
C  0.68  0.57  -0.30
C  2.05  -0.90  1.12
C  0.13  1.76  -0.95
C  -0.86  -0.72  0.02
N  -1.62  -0.37  1.18
N  -1.79  -0.57  -1.20
H  2.83  0.89  -0.03
H  2.64  -0.62  2.01
H  1.13  -1.38  1.53
H  2.61  -1.86  0.62
H  -0.45  1.40  -1.80
H  0.85  2.48  -1.15
H  -0.72  2.26  -0.43
H  -0.43  -1.81  0.08
H  -1.61  0.65  1.39
H  -1.35  -0.91  2.03
H  -1.90  0.45  -1.58
H  -2.77  -0.59  -0.92
H  -1.25  -1.02  -1.91

Results of the natural (NBO) charge analysis, in e, for atoms 1 through 4: number 1, C, carries -0.22; number 2, C, carries 0.07; number 3, C, carries -0.65; number 4, C, carries -0.66

***

c) The following is a DFT calculation (ωB97M-V with the def2-TZVPD basis set) of a cluster of 2 separate species, C5H13N2 in total.

Kohn-Sham gap (spin up / spin down)	9.305 / 9.306	eV
LUMO level (spin up / spin down)	-4.356 / -4.356	eV
charge	+1
HOMO energy (spin up / spin down)	-0.5020 / -0.5021	Ha

Atoms and positions in Å:
C  0.69  -1.04  -0.21
C  0.00  0.21  -0.01
C  2.06  -1.06  -0.66
C  -2.54  -0.22  0.12
C  -1.39  0.74  -0.25
N  1.41  1.87  -0.07
N  0.38  -0.46  1.18
H  -0.01  -1.91  -0.26
H  2.58  -1.93  -0.45
H  2.58  -0.22  -0.40
H  1.83  -1.04  -1.68
H  -3.58  0.01  0.00
H  -2.41  -0.52  1.22
H  -2.33  -1.14  -0.51
H  -1.42  1.54  0.59
H  -1.50  1.17  -1.25
H  0.96  2.65  0.28
H  1.84  2.02  -1.04
H  -0.40  -0.46  1.77
H  1.25  -0.21  1.63

Results of the natural (NBO) charge analysis, in e, for atoms 1 through 4: number 1, C, carries -0.04; number 2, C, carries 0.39; number 3, C, carries -0.63; number 4, C, carries -0.61

***

d) The following is a DFT calculation (ωB97M-V with the def2-TZVPD basis set) of the ion C5H13N2 with charge +1.

SMILES	CCCCNC=[NH2+]
Kohn-Sham gap	9.031	eV
LUMO level	-5.545	eV
charge	+1
HOMO energy	-0.5357	Ha

Atoms and positions in Å:
C  -1.72  -1.52  -1.61
C  -1.40  -0.82  -0.29
C  -1.01  0.68  -0.33
C  0.38  0.95  -0.87
N  1.49  0.34  -0.12
C  1.73  0.34  1.20
N  0.83  0.22  2.17
H  -1.34  -1.01  -2.50
H  -1.36  -2.55  -1.52
H  -2.79  -1.68  -1.77
H  -2.07  -1.03  0.54
H  -0.49  -1.36  0.02
H  -1.25  1.21  0.59
H  -1.76  1.07  -1.02
H  0.35  0.79  -1.94
H  0.47  2.02  -0.59
H  2.22  -0.17  -0.61
H  2.69  0.80  1.50
H  0.13  0.82  2.57
H  1.27  -0.30  2.93

Results of the natural (NBO) charge analysis, in e, for atoms 1 through 4: number 1, C, carries -0.63; number 2, C, carries -0.40; number 3, C, carries -0.43; number 4, C, carries -0.25

***

Result of the stability comparison: c) is the least stable of them.

***

a) The following is a DFT calculation (ωB97M-V with the def2-TZVPD basis set) of a cluster of 3 separate species, C4H11NO2 in total.

Kohn-Sham gap (spin up / spin down)	2.706 / 5.659	eV
expectation value of S²	0.76
LUMO level (spin up / spin down)	3.235 / 3.094	eV
charge	-1
multiplicity	2
HOMO energy (spin up / spin down)	0.0194 / -0.0943	Ha

Atoms and positions in Å:
N  -1.25  -0.65  -0.38
C  0.15  -0.51  0.09
C  0.98  0.55  -0.27
C  1.63  -1.26  2.15
C  0.60  -1.42  1.22
H  -1.42  0.13  -0.87
H  -1.93  -0.49  0.43
H  1.99  0.75  0.16
H  0.85  0.89  -1.23
H  1.87  -2.12  2.79
H  2.38  -0.39  2.29
H  0.13  -2.42  0.99
H  -3.43  2.24  1.54
H  -4.48  3.07  0.94
O  -3.93  2.28  0.77
H  2.60  -0.19  -3.98
H  1.27  -0.59  -3.31
O  1.98  0.12  -3.32

Results of the natural (NBO) charge analysis, in e, for atoms 1 through 4: number 1, N, carries -0.85; number 2, C, carries 0.06; number 3, C, carries -0.71; number 4, C, carries -0.66

***

b) The following is a DFT calculation (ωB97M-V with the def2-TZVPD basis set) of a cluster of 2 separate species, C4H11NO2 in total.

Kohn-Sham gap (spin up / spin down)	3.759 / 7.250	eV
expectation value of S²	0.75
LUMO level (spin up / spin down)	3.812 / 3.790	eV
charge	-1
multiplicity	2
HOMO energy (spin up / spin down)	0.0020 / -0.1272	Ha

Atoms and positions in Å:
O  -0.51  -2.85  0.70
C  -0.35  -1.78  1.43
C  0.57  -0.65  1.01
C  -0.19  0.64  0.59
C  0.65  1.58  -0.24
N  -0.20  2.71  -0.75
H  -1.01  -1.57  2.29
H  1.22  -0.35  1.86
H  1.21  -1.01  0.20
H  -0.56  1.10  1.51
H  -1.07  0.35  0.01
H  1.50  2.03  0.27
H  1.04  1.04  -1.10
H  0.38  3.50  -1.04
H  -0.64  2.39  -1.60
H  -0.26  -2.47  -1.06
H  -1.30  -2.56  -2.15
O  -0.49  -2.10  -1.95

Results of the natural (NBO) charge analysis, in e, for atoms 1 through 4: number 1, O, carries -0.84; number 2, C, carries 0.01; number 3, C, carries -0.47; number 4, C, carries -0.42

***

Result of the stability comparison: a) is the least stable of them.

***

a) The following is a DFT calculation (ωB97M-V with the def2-TZVPD basis set) of a cluster of 2 separate species, C5H13O3 in total.

Kohn-Sham gap	5.901	eV
LUMO level	3.389	eV
charge	-1
HOMO energy	-0.0923	Ha

Atoms and positions in Å:
C  1.61  -0.16  -0.26
O  2.81  0.25  -0.72
C  0.79  1.06  0.41
C  -0.55  0.64  0.99
C  -1.63  -0.10  0.09
C  -1.63  0.18  -1.46
O  -2.64  1.14  -1.77
H  1.03  -0.44  -1.14
H  1.73  -0.93  0.54
H  1.49  1.37  1.19
H  0.80  1.80  -0.39
H  -1.21  1.45  1.40
H  -0.40  -0.05  1.81
H  -1.37  -1.15  0.20
H  -2.66  0.07  0.43
H  -0.66  0.65  -1.67
H  -1.59  -0.62  -2.18
H  -2.42  1.93  -1.29
H  1.46  -1.98  1.60
H  0.45  -2.23  2.69
O  1.37  -2.46  2.45

Results of the natural (NBO) charge analysis, in e, for atoms 1 through 4: number 1, C, carries 0.01; number 2, O, carries -0.96; number 3, C, carries -0.48; number 4, C, carries -0.40

***

b) The following is a DFT calculation (ωB97M-V with the def2-TZVPD basis set) of a cluster of 3 separate species, C5H13O3 in total.

Kohn-Sham gap	7.401	eV
LUMO level	3.472	eV
charge	-1
HOMO energy	-0.1444	Ha

Atoms and positions in Å:
C  1.08  1.85  0.68
O  1.60  2.90  -0.14
C  0.97  0.39  0.18
C  0.35  -0.54  1.20
C  -1.05  -0.01  1.55
C  -2.09  0.08  0.72
H  -0.02  2.02  0.81
H  1.70  1.92  1.57
H  0.32  0.54  -0.71
H  1.92  0.08  -0.21
H  0.95  -0.74  2.10
H  0.21  -1.60  0.75
H  -0.98  0.55  2.47
H  -1.93  -0.31  -0.29
H  -3.08  0.39  0.98
H  -0.64  -2.04  -1.66
H  1.24  -2.23  -1.45
O  0.46  -2.43  -0.94
H  -2.06  -1.92  -1.69
H  2.01  2.55  -0.94
O  -1.43  -1.75  -2.41

Results of the natural (NBO) charge analysis, in e, for atoms 1 through 4: number 1, C, carries -0.07; number 2, O, carries -0.75; number 3, C, carries -0.41; number 4, C, carries -0.51

***

c) The following is a DFT calculation (ωB97M-V with the def2-TZVPD basis set) of a cluster of 2 separate species, C5H13O3 in total.

Kohn-Sham gap	6.129	eV
LUMO level	3.554	eV
charge	-1
HOMO energy	-0.0946	Ha

Atoms and positions in Å:
C  -0.58  -2.04  0.34
O  -0.51  -3.29  0.79
C  0.55  -1.09  0.84
C  0.23  0.41  0.62
C  0.16  0.82  -0.86
C  1.54  0.88  -1.49
O  2.19  2.13  -1.14
H  -0.56  -1.97  -0.79
H  -1.55  -1.49  0.63
H  0.71  -1.26  1.91
H  1.45  -1.33  0.27
H  0.88  1.10  1.18
H  -0.73  0.57  1.07
H  -0.54  0.18  -1.40
H  -0.16  1.86  -0.89
H  2.22  0.10  -1.17
H  1.44  0.98  -2.57
H  2.35  2.11  -0.19
H  -2.68  0.00  0.42
H  -3.36  0.49  1.64
O  -3.06  0.82  0.78

Results of the natural (NBO) charge analysis, in e, for atoms 1 through 4: number 1, C, carries 0.03; number 2, O, carries -0.93; number 3, C, carries -0.43; number 4, C, carries -0.41

***

Result of the stability comparison: a) is the least stable of them.